(1)
{"formula": "C6H12N", "method": "the ωB97M-V functional and the def2-TZVPD basis", "total_charge": 1, "de_lowest_kj_mol": 172.9, "max_force_ha_per_bohr": 0.0715, "gap_ev": 8.517, "e_tot_ha": -290.2560, "multiplicity": 1, "smiles": "C/C=[NH+]\\C/C=C/C", "symbols": ["C", "C", "N", "C", "C", "C", "C", "H", "H", "H", "H", "H", "H", "H", "H", "H", "H", "H", "H"], "positions_angstrom": [[-2.462, 0.768, -0.665], [-1.812, 1.399, 0.472], [-0.820, 0.877, 1.168], [-0.380, -0.508, 1.059], [1.049, -0.538, 0.745], [1.519, -1.193, -0.330], [2.747, -0.804, -1.069], [-1.648, 0.287, -1.171], [-2.840, 1.550, -1.297], [-3.193, 0.106, -0.326], [-2.216, 2.419, 0.819], [-0.263, 1.380, 1.894], [-0.914, -1.166, 0.350], [-0.460, -0.839, 2.172], [1.677, 0.290, 1.043], [0.981, -1.990, -0.856], [3.365, -1.700, -1.393], [3.223, -0.007, -0.583], [2.446, -0.331, -2.034]], "mulliken_charge": [-1.17, 0.23, -0.04, -0.46, -0.26, -0.08, -1.23, 0.38, 0.36, 0.35, 0.40, 0.32, 0.46, 0.25, 0.22, 0.32, 0.31, 0.37, 0.29]}

***

(2)
{"formula": "C6H12N", "method": "the ωB97M-V functional and the def2-TZVPD basis", "total_charge": 2, "de_lowest_kj_mol": 0.0, "s_squared": 0.79, "max_force_ha_per_bohr": 0.0218, "gap_ev": [9.011, 8.468], "e_tot_ha": -289.8119, "multiplicity": 2, "symbols": ["C", "C", "C", "C", "C", "C", "N", "H", "H", "H", "H", "H", "H", "H", "H", "H", "H", "H", "H"], "positions_angstrom": [[-1.475, 1.163, 0.311], [-0.036, 1.150, -0.238], [0.758, -0.154, -0.176], [0.907, -1.009, -1.260], [2.459, -1.314, 1.209], [1.474, -0.367, 1.034], [-2.373, 0.192, -0.456], [-1.569, 0.977, 1.378], [-1.927, 2.124, 0.080], [-0.051, 1.577, -1.239], [0.526, 1.850, 0.375], [0.147, -1.325, -1.965], [1.878, -1.475, -1.384], [2.700, -2.001, 0.412], [3.174, -1.346, 2.019], [1.145, 0.129, 1.937], [-2.129, 0.296, -1.445], [-2.225, -0.802, -0.238], [-3.383, 0.335, -0.354]], "mulliken_charge": [-0.52, -1.01, 1.08, -0.71, -0.76, -0.02, -0.32, 0.38, 0.38, 0.49, 0.41, 0.26, 0.34, 0.23, 0.31, 0.37, 0.36, 0.35, 0.37]}

***

(3)
{"formula": "C6H12N2", "method": "the ωB97M-V functional and the def2-TZVPD basis", "total_charge": -1, "de_lowest_kj_mol": 252.0, "s_squared": 0.76, "max_force_ha_per_bohr": 0.0834, "gap_ev": [2.542, 6.066], "e_tot_ha": -345.1842, "multiplicity": 2, "symbols": ["C", "C", "N", "N", "H", "H", "H", "H", "H", "H", "C", "C", "C", "C", "H", "H", "H", "H", "H", "H"], "positions_angstrom": [[0.810, -2.220, 0.094], [0.166, -2.289, 1.303], [-0.296, -3.541, 1.769], [1.286, -1.038, -0.558], [1.108, -3.123, -0.434], [-0.229, -1.393, 1.753], [-1.182, -3.798, 1.341], [-0.437, -3.605, 2.792], [0.935, -0.910, -1.522], [2.323, -1.129, -0.709], [-1.217, 1.644, 0.976], [-0.500, 1.659, -0.194], [-0.200, 2.937, -0.877], [0.205, 2.962, -2.158], [-1.549, 2.624, 1.333], [-1.380, 0.733, 1.527], [-0.273, 0.747, -0.764], [-0.323, 3.810, -0.294], [0.397, 3.905, -2.691], [0.354, 2.024, -2.690]], "mulliken_charge": [-0.35, -0.16, -0.56, -0.57, 0.30, 0.28, 0.22, 0.26, 0.29, 0.27, -0.91, 0.13, -0.37, -0.94, 0.20, 0.23, -0.11, 0.30, 0.24, 0.23]}

***

(4)
{"formula": "C6H12N2", "method": "the ωB97M-V functional and the def2-TZVPD basis", "de_lowest_kj_mol": 242.9, "max_force_ha_per_bohr": 0.1280, "gap_ev": 9.272, "e_tot_ha": -345.2353, "multiplicity": 1, "smiles": "Cc1c[nH]cn1.CC", "symbols": ["C", "C", "C", "N", "C", "N", "H", "H", "H", "H", "H", "H", "C", "C", "H", "H", "H", "H", "H", "H"], "positions_angstrom": [[-1.821, 0.932, 0.242], [-1.388, 0.072, -0.844], [-1.198, 0.136, -2.233], [-0.492, -1.050, -2.517], [-0.557, -1.883, -1.395], [-1.223, -1.269, -0.442], [-2.758, 0.436, 0.660], [-2.033, 1.919, -0.153], [-1.351, 0.993, 1.155], [-1.549, 1.051, -2.750], [0.040, -0.864, -3.340], [-0.157, -2.770, -1.512], [1.344, 0.659, 1.150], [2.219, -0.040, 2.061], [1.697, 1.593, 0.766], [1.202, 0.136, 0.237], [0.442, 0.820, 1.810], [3.360, -0.121, 1.849], [2.267, 0.415, 3.107], [1.955, -1.164, 2.149]], "mulliken_charge": [-1.05, 0.69, -0.61, -0.15, -0.29, -0.52, 0.28, 0.26, 0.31, 0.35, 0.23, 0.54, -0.32, -1.02, 0.31, 0.14, 0.07, 0.28, 0.26, 0.25]}